# 1
Entry from OMol25: a structure of composition C23H25LaN2O (the ωB97M-V functional and the def2-TZVPD basis).

Last column: Mulliken charge in e.
Cartesian coordinates (Å):
C  2.155  0.166  0.794  -0.39
C  2.185  -0.588  -0.419  -1.15
C  1.937  0.302  -1.503  -0.01
H  2.466  -1.632  -0.520  0.53
C  1.764  1.618  -0.962  -0.26
C  1.914  1.535  0.454  -1.00
H  1.692  2.530  -1.549  0.53
C  -1.424  -2.053  1.130  -1.02
C  -0.156  -2.417  0.598  -0.81
C  -0.270  -2.447  -0.824  -0.82
H  0.727  -2.715  1.159  0.56
C  -1.597  -2.095  -1.174  -0.19
C  -2.321  -1.850  0.050  -0.74
H  2.046  0.056  -2.556  0.54
H  1.897  2.371  1.154  0.46
H  2.377  -0.226  1.788  0.46
H  -3.390  -1.637  0.121  0.40
H  0.480  -2.764  -1.539  0.49
H  -1.664  -1.963  2.194  0.49
La  -0.391  0.236  -0.012  1.25
C  -2.019  -1.578  -2.543  3.32
C  -3.543  -1.600  -2.675  -1.90
C  -1.285  -2.239  -3.699  -1.88
H  -3.911  -2.617  -2.451  0.39
H  -3.840  -1.343  -3.696  0.42
H  -4.029  -0.899  -1.983  0.37
H  -1.433  -3.330  -3.686  0.37
H  -0.207  -2.028  -3.677  0.33
H  -1.680  -1.833  -4.637  0.44
C  -1.511  -0.109  -2.445  0.41
C  -2.079  1.152  -3.108  -0.84
H  -0.395  -0.112  -2.555  -0.28
H  -1.933  0.153  -1.435  0.47
O  -2.834  1.838  -2.378  -0.62
N  -1.477  1.502  -4.331  -0.06
C  -0.282  2.398  -4.127  -0.73
H  -2.154  1.922  -4.967  0.34
C  1.013  1.836  -4.646  0.58
C  2.192  2.571  -4.469  -0.32
H  2.135  3.555  -3.994  0.40
C  3.420  2.048  -4.883  -0.59
H  4.332  2.625  -4.721  0.38
C  3.470  0.794  -5.505  -0.51
H  4.434  0.388  -5.827  0.37
C  2.289  0.073  -5.710  -0.59
H  2.320  -0.895  -6.211  0.40
C  1.059  0.595  -5.281  -0.22
H  0.127  0.048  -5.448  0.42
H  -0.167  2.615  -3.042  0.03
H  -0.499  3.371  -4.606  0.55
N  -1.120  1.660  3.306  -0.59
C  -0.821  1.013  2.367  -0.19

**E**: -1107.7312 Eh
**Orbital gap**: 8.28 eV
**Charge**: 0
**LUMO level**: -0.12 eV



# 2
Entry from OMol25: a cluster of 2 separate species, CH5N4S in total (the ωB97M-V functional and the def2-TZVPD basis).

Last column: Mulliken charge in e.
Cartesian coordinates (Å):
C  0.298  -0.411  -0.053  -0.10
N  -1.108  -0.654  0.113  -0.21
N  -1.771  -0.252  -0.843  -0.15
N  -1.210  0.494  -1.674  0.08
N  0.867  0.109  1.324  -0.40
S  0.525  0.611  -1.553  0.02
H  1.053  -1.871  0.138  0.32
H  -1.832  0.961  -2.402  0.30
H  1.795  -0.183  1.516  0.39
H  0.313  0.017  2.168  0.36
H  1.070  1.180  1.268  0.39

**E**: -657.8822 Eh
**Orbital gap**: 9.09 eV
**Charge**: +1
**Energy above the lowest of the compared OMol25 structures with the same formula, charge and spin**: 260.12 kJ/mol
**LUMO level**: -4.40 eV



# 3
Entry from OMol25: a cluster of 2 separate species, C11H15N in total (the ωB97M-V functional and the def2-TZVPD basis).

Last column: Mulliken charge in e.
Cartesian coordinates (Å):
C  2.805  2.947  0.043  -1.22
C  1.544  2.130  0.148  0.39
C  0.310  2.621  -0.174  -0.73
N  -0.627  1.610  -0.095  -0.07
C  0.004  0.462  0.305  -0.08
C  -0.591  -0.755  0.658  -0.55
C  0.196  -1.675  1.311  -0.64
C  1.576  -1.434  1.458  -0.60
C  2.177  -0.278  1.012  -0.43
C  1.349  0.773  0.555  0.80
H  2.578  3.874  -0.459  0.35
H  3.513  2.406  -0.583  0.30
H  3.301  3.038  1.007  0.29
H  -0.003  3.645  -0.262  0.40
H  -1.621  1.735  -0.104  0.20
H  -1.648  -0.875  0.586  0.42
H  -0.248  -2.569  1.725  0.40
H  2.229  -2.137  1.952  0.37
H  3.244  -0.239  0.866  0.38
C  -2.982  -2.557  -1.547  -0.69
C  -4.101  -2.820  -2.540  -0.99
H  -3.246  -2.347  -0.509  0.27
H  -2.208  -3.322  -1.576  0.30
H  -2.435  -1.641  -1.809  0.24
H  -3.686  -2.767  -3.550  0.29
H  -4.848  -2.028  -2.619  0.31
H  -4.504  -3.813  -2.355  0.29

**E**: -482.8920 Eh
**Orbital gap**: 8.68 eV
**Charge**: 0
**SMILES**: Cc1c[nH]c2ccccc12.CC
**Energy above the lowest of the compared OMol25 structures with the same formula, charge and spin**: 60.85 kJ/mol
**LUMO level**: 0.89 eV